# 1
18
Properties=species:S:1:pos:R:3:lowdin_charge:R:1 method="wB97M-V/def2-TZVPD" total_charge=0 smiles=CC[C@H](C)O.O fmax_ev_per_a=1.579 gap_ev=11.1
C -1.072 0.152 2.451 -0.11
C -1.040 1.246 1.386 -0.22
C -0.313 0.759 0.125 -0.45
C -0.186 1.881 -0.919 -0.04
O -0.936 -0.410 -0.394 -0.05
H -0.126 0.094 3.007 0.07
H -1.178 -0.863 2.087 0.07
H -1.772 0.382 3.258 0.07
H -2.036 1.613 1.140 0.11
H -0.466 2.057 1.783 0.10
H 0.681 0.414 0.396 0.14
H -0.503 1.467 -1.880 0.08
H -0.776 2.764 -0.697 0.07
H 0.871 2.100 -1.071 0.07
H -1.888 -0.385 -0.291 0.09
H 2.966 -4.355 -3.875 0.04
H 4.099 -4.060 -3.070 0.04
O 3.675 -4.855 -3.436 -0.07

=====

# 2
17
Properties=species:S:1:pos:R:3:lowdin_charge:R:1 method="wB97M-V/def2-TZVPD" total_charge=0 smiles=C1COCOC1.O fmax_ev_per_a=1.759 gap_ev=10.6
O 0.862 -1.593 0.367 -0.12
O 1.094 0.123 1.812 -0.12
C 1.242 -1.285 1.682 -0.24
C -0.505 -1.339 0.043 -0.21
C -0.297 0.565 1.586 -0.17
C -0.712 0.153 0.170 -0.17
H 0.766 -1.910 2.462 0.14
H 2.322 -1.527 1.669 0.14
H -0.662 -1.703 -0.991 0.13
H -1.263 -1.824 0.689 0.13
H -0.954 0.238 2.415 0.12
H -0.267 1.672 1.598 0.12
H -0.040 0.796 -0.431 0.12
H -1.753 0.464 -0.041 0.12
O -0.056 2.775 -4.324 -0.09
H 0.013 2.132 -3.583 0.04
H 0.210 2.264 -5.122 0.05

=====

# 3
92
Properties=species:S:1:pos:R:3:lowdin_charge:R:1 method="wB97M-V/def2-TZVPD" total_charge=0 fmax_ev_per_a=1.059 gap_ev=7.5
Ti 0.758 0.029 -1.241 0.91
O 3.975 -0.823 0.964 -0.05
N 2.917 -1.514 1.499 -0.03
C 2.799 -2.735 1.176 -0.14
C 1.635 -3.479 1.668 -0.22
C 1.782 -4.849 1.865 -0.03
C 0.752 -5.606 2.396 -0.07
C -0.436 -4.980 2.745 -0.07
C -0.599 -3.622 2.515 -0.09
C 0.409 -2.851 1.942 -0.27
P 0.176 -1.065 1.529 1.08
C -1.642 -0.845 1.366 -0.37
C -2.507 -1.799 0.836 -0.12
C -3.835 -1.488 0.575 -0.08
C -4.315 -0.211 0.813 -0.08
C -3.457 0.757 1.321 -0.06
C -2.138 0.441 1.598 -0.10
C 0.435 -0.334 3.212 -0.34
C 1.585 0.372 3.554 -0.14
C 1.744 0.885 4.834 -0.08
C 0.762 0.695 5.795 -0.09
C -0.383 -0.017 5.469 -0.08
C -0.542 -0.524 4.188 -0.09
H 4.216 -1.245 0.119 0.00
H 3.537 -3.245 0.559 0.09
H 2.728 -5.316 1.617 0.12
H 0.880 -6.668 2.553 0.11
H -1.243 -5.547 3.189 0.11
H -1.540 -3.162 2.788 0.10
H -2.146 -2.793 0.600 0.10
H -4.492 -2.248 0.170 0.11
H -5.346 0.035 0.595 0.11
H -3.813 1.764 1.496 0.11
H -1.478 1.207 1.988 0.10
H 2.368 0.521 2.829 0.06
H 2.646 1.432 5.079 0.11
H 0.889 1.095 6.792 0.10
H -1.156 -0.179 6.209 0.10
H -1.451 -1.064 3.950 0.10
Br 2.918 -2.442 -7.284 0.72
C 2.780 -2.019 -5.454 -0.75
C 3.749 -2.444 -4.554 -0.75
Br 5.243 -3.431 -5.143 0.72
C 3.617 -2.132 -3.193 -0.61
Br 4.914 -2.677 -1.930 0.84
C 2.537 -1.401 -2.740 -0.38
O 2.266 -1.095 -1.464 -0.25
C 1.587 -0.926 -3.665 -0.39
O 0.612 -0.186 -3.159 -0.19
C 1.694 -1.259 -5.004 -0.64
Br 0.328 -0.641 -6.141 0.79
O -0.872 0.723 -1.323 -0.21
C -2.001 0.545 -2.017 -0.27
C -2.750 1.645 -2.416 0.03
C -3.935 1.448 -3.098 -0.05
C -4.379 0.159 -3.389 -0.08
C -3.616 -0.928 -3.011 -0.03
C -2.410 -0.753 -2.331 -0.08
C -1.558 -1.882 -1.971 -0.25
N -0.361 -1.833 -1.398 0.02
C 0.108 -3.125 -1.324 -0.09
C -0.824 -3.970 -1.827 -0.04
N -1.869 -3.169 -2.229 0.14
H -2.386 2.638 -2.182 0.10
H -4.515 2.305 -3.412 0.11
H -5.310 0.008 -3.918 0.10
H -3.966 -1.922 -3.262 0.11
H 1.084 -3.344 -0.933 0.11
H -0.831 -5.037 -1.951 0.12
H -2.712 -3.483 -2.677 0.15
O 0.495 5.863 -1.913 -0.30
S -0.455 5.028 -1.229 0.65
O -1.809 4.990 -1.701 -0.29
N 0.162 3.500 -1.137 -0.07
C 0.479 3.193 0.080 -0.71
S 1.189 1.731 0.615 0.76
C 0.147 4.231 1.111 -0.22
C 0.280 4.166 2.487 -0.02
C -0.153 5.256 3.234 -0.06
C -0.708 6.374 2.618 -0.06
C -0.849 6.432 1.236 -0.03
C -0.407 5.345 0.512 -0.22
H 0.705 3.288 2.959 0.10
H -0.062 5.233 4.312 0.11
H -1.044 7.206 3.223 0.11
H -1.289 7.292 0.749 0.12
C 3.513 3.850 -2.368 -0.01
C 2.850 2.563 -2.246 -0.17
N 2.323 1.556 -2.117 0.16
H 4.119 4.025 -1.480 0.10
H 2.751 4.628 -2.444 0.08
H 4.147 3.862 -3.252 0.09

=====

# 4
5
Properties=species:S:1:pos:R:3:lowdin_spin:R:1 method="wB97M-V/def2-TZVPD" s_squared=2.04 total_charge=+1 multiplicity=3 fmax_ev_per_a=5.243 gap_ev="7.4 / 9.3"
O -2.031 -0.677 -0.260 1.50
F -1.074 0.276 0.492 0.15
F 1.420 1.141 0.396 0.07
F 1.226 -1.060 -0.136 0.04
S 0.459 0.320 -0.492 0.24

=====

# 5
13
Properties=species:S:1:pos:R:3:lowdin_charge:R:1 method="wB97M-V/def2-TZVPD" total_charge=0 smiles="c1cn[nH]c1.C=O" fmax_ev_per_a=0.572 gap_ev=10.1
C 2.444 -1.068 -1.349 -0.13
O 2.802 -0.259 -0.531 -0.01
C -0.834 -0.360 -0.256 -0.19
N -2.093 0.052 -0.303 0.02
N -2.180 0.943 0.691 -0.05
C -1.018 1.108 1.368 -0.11
C -0.103 0.268 0.776 -0.08
H 2.958 -1.188 -2.322 0.08
H 1.579 -1.737 -1.176 0.07
H -0.500 -1.102 -0.970 0.08
H -3.060 1.405 0.851 0.15
H -0.936 1.795 2.198 0.11
H 0.941 0.142 1.023 0.08

=====

# 6
55
Properties=species:S:1:pos:R:3:lowdin_spin:R:1 method="wB97M-V/def2-TZVPD" s_squared=0.77 total_charge=+1 multiplicity=2 fmax_ev_per_a=5.536 gap_ev="5.0 / 5.4"
Re -2.454 -0.388 -0.856 0.91
C -1.629 -3.709 0.800 0.00
Se -2.195 -2.883 -0.896 0.00
C -4.140 -3.207 -0.661 0.02
C -4.738 -2.519 0.551 0.01
Se -4.532 -0.526 0.469 0.00
C -4.210 -0.228 2.383 0.00
H -2.129 -4.668 0.913 0.00
H -1.839 -3.055 1.639 0.00
H -0.556 -3.873 0.741 0.00
H -4.304 -4.287 -0.615 0.00
H -4.587 -2.840 -1.587 0.00
H -4.266 -2.856 1.474 0.00
H -5.809 -2.729 0.602 0.00
H -5.047 -0.619 2.961 0.00
H -4.130 0.847 2.531 0.00
H -3.274 -0.693 2.672 0.00
C 5.412 1.764 2.502 0.00
C 4.656 2.095 1.206 0.00
C 4.350 3.594 1.192 0.00
C 5.523 1.770 -0.023 0.00
C 3.408 1.241 1.120 0.00
C 3.561 -0.160 1.093 0.00
C 2.499 -1.031 0.962 0.00
C 1.242 -0.466 0.847 0.00
O 0.039 -1.049 0.640 0.01
B -0.877 -0.013 0.465 0.01
O -0.249 1.197 0.665 0.00
C 1.068 0.931 0.868 0.00
C 2.134 1.797 1.012 0.00
H 6.307 2.375 2.583 0.00
H 5.714 0.722 2.538 0.00
H 4.778 1.965 3.364 0.00
H 5.280 4.154 1.245 0.00
H 3.738 3.881 2.043 0.00
H 3.847 3.881 0.271 0.00
H 6.373 2.446 -0.050 0.00
H 4.940 1.900 -0.932 0.00
H 5.898 0.750 -0.002 0.00
H 4.553 -0.580 1.159 0.00
H 2.632 -2.100 0.928 0.00
H 1.969 2.861 1.024 0.00
C -2.360 2.644 -1.475 0.00
O -2.974 1.444 -1.263 0.00
H -1.862 2.632 -2.460 0.00
H -1.608 2.839 -0.699 0.00
H -3.111 3.444 -1.477 0.00
F -0.855 -1.202 -5.437 0.00
C -1.877 -1.633 -4.706 0.00
F -2.851 -2.052 -5.510 0.00
F -1.457 -2.697 -3.988 0.00
S -2.451 -0.397 -3.416 0.00
O -1.254 -0.423 -2.557 0.01
O -2.737 0.837 -4.044 0.00
O -3.556 -1.129 -2.809 0.02